Record 1
Formula: C27H45BrN2OP2Pt
Source: the OMol25 dataset
Level of theory: ωB97M-V/def2-TZVPD

Total charge   +4
Spin multiplicity   5
F_max   3.85 eV/A
M   750.6 u
Electronic energy   -125574.8284 eV

Element x y z (Å)
N (-6.916, 5.227, -6.190)
C (-6.564, 5.683, -4.969)
C (-5.612, 5.063, -4.139)
C (-4.955, 3.886, -4.569)
C (-5.348, 3.393, -5.832)
C (-6.332, 4.072, -6.558)
C (-3.967, 3.229, -3.761)
Pt (1.287, 0.076, -1.967)
P (4.084, -0.601, -1.146)
C (-3.157, 2.240, -4.124)
C (-2.083, 1.779, -3.284)
C (-0.944, 1.237, -3.892)
C (0.326, 1.354, -3.277)
C (0.115, 1.619, -1.821)
C (-0.955, 2.097, -1.094)
C (-2.119, 1.992, -1.871)
Br (1.276, 0.198, 0.534)
H (-3.789, 3.668, -2.824)
H (-3.202, 1.886, -5.119)
H (-5.366, 5.485, -3.160)
H (-4.909, 2.488, -6.253)
H (-7.026, 6.616, -4.637)
H (-6.639, 3.698, -7.535)
H (-1.013, 0.939, -4.930)
H (-3.105, 2.187, -1.439)
H (1.304, 1.519, -3.774)
H (-0.910, 2.568, -0.113)
P (-0.225, -1.779, -1.278)
C (4.154, 1.168, -0.833)
C (5.474, 1.890, -1.113)
H (3.857, 1.269, 0.222)
H (3.272, 1.517, -1.438)
H (5.447, 2.920, -0.728)
H (6.304, 1.374, -0.620)
H (5.696, 1.906, -2.185)
C (4.032, -1.246, -2.788)
C (5.158, -2.153, -3.246)
H (3.903, -0.377, -3.448)
H (3.048, -1.751, -2.768)
H (5.110, -2.330, -4.329)
H (6.112, -1.679, -3.042)
H (5.152, -3.115, -2.722)
C (4.118, -1.963, 0.169)
C (5.150, -1.948, 1.278)
H (4.136, -2.926, -0.365)
H (3.082, -1.738, 0.537)
H (4.821, -2.608, 2.082)
H (6.125, -2.329, 0.928)
H (5.296, -0.940, 1.676)
C (-0.416, -2.912, 0.163)
C (-1.433, -4.068, 0.026)
H (-0.681, -2.281, 1.018)
H (0.577, -3.312, 0.379)
H (-2.449, -3.780, 0.320)
H (-1.475, -4.476, -0.993)
H (-1.147, -4.897, 0.691)
C (0.723, -2.773, -2.512)
C (0.087, -2.806, -3.875)
H (0.889, -3.754, -2.085)
H (1.711, -2.315, -2.604)
H (-0.768, -3.471, -3.910)
H (-0.227, -1.814, -4.193)
H (0.802, -3.170, -4.608)
C (-2.060, -1.660, -1.752)
C (-3.044, -1.335, -0.654)
H (-2.257, -2.655, -2.174)
H (-2.123, -0.927, -2.568)
H (-3.822, -0.671, -1.039)
H (-3.565, -2.224, -0.279)
H (-2.571, -0.822, 0.196)
C (-0.288, 1.086, 3.252)
C (-1.422, 0.410, 2.565)
N (-2.410, -0.118, 3.318)
O (-1.474, 0.256, 1.341)
H (-0.597, 1.466, 4.222)
H (0.056, 1.902, 2.616)
H (0.531, 0.369, 3.366)
H (-3.227, -0.455, 2.844)
H (-2.523, 0.208, 4.260)

=====

Record 2
Formula: C27H45Cl2OPPtS
Source: the OMol25 dataset
Level of theory: ωB97M-V/def2-TZVPD

Spin multiplicity   5
F_max   3.66 eV/A
M   714.7 u
Electronic energy   -79190.5535 eV

Element x y z (Å)
P (-0.710, 0.039, -0.470)
C (-0.451, 1.731, -1.223)
C (-1.703, 2.391, -1.825)
C (-1.327, 3.671, -2.578)
C (-0.520, 4.652, -1.721)
C (0.663, 3.978, -1.017)
C (0.241, 2.707, -0.268)
C (-1.575, 0.243, 1.166)
C (-2.848, 1.089, 1.164)
C (-3.556, 0.938, 2.517)
C (-2.639, 1.273, 3.701)
C (-1.298, 0.534, 3.642)
C (-0.624, 0.699, 2.277)
C (-1.964, -0.780, -1.576)
C (-1.445, -0.932, -3.015)
C (-2.494, -1.567, -3.935)
C (-3.031, -2.894, -3.390)
C (-3.512, -2.771, -1.942)
C (-2.465, -2.124, -1.026)
H (0.258, 1.486, -2.036)
H (-2.410, 2.638, -1.020)
H (-2.234, 1.718, -2.511)
H (-2.237, 4.157, -2.950)
H (-0.730, 3.398, -3.459)
H (-0.157, 5.474, -2.349)
H (-1.184, 5.097, -0.965)
H (1.422, 3.713, -1.765)
H (1.129, 4.679, -0.315)
H (1.113, 2.238, 0.209)
H (-0.461, 2.993, 0.532)
H (-1.843, -0.801, 1.399)
H (-3.901, -0.100, 2.617)
H (-3.532, 0.799, 0.352)
H (-2.596, 2.150, 1.007)
H (-4.446, 1.576, 2.540)
H (-3.150, 1.038, 4.642)
H (-2.447, 2.356, 3.704)
H (-0.625, 0.898, 4.430)
H (-1.457, -0.539, 3.825)
H (0.307, 0.119, 2.247)
H (-0.348, 1.752, 2.127)
H (-2.815, -0.075, -1.577)
H (-1.136, 0.033, -3.442)
H (-0.536, -1.550, -3.003)
H (-3.329, -0.862, -4.052)
H (-2.056, -1.715, -4.928)
H (-2.237, -3.651, -3.440)
H (-3.851, -3.248, -4.026)
H (-3.770, -3.759, -1.546)
H (-4.428, -2.165, -1.914)
H (-2.892, -2.010, -0.020)
H (-1.608, -2.800, -0.907)
Pt (1.156, -1.275, -0.255)
Cl (-0.006, -2.661, 1.263)
Cl (1.965, -0.765, -2.432)
C (2.379, 0.159, 0.454)
H (2.734, 0.873, -0.302)
C (3.010, 0.205, 1.727)
C (2.649, -0.732, 2.738)
C (3.133, -0.611, 4.029)
C (4.049, 0.399, 4.352)
C (4.478, 1.298, 3.356)
C (3.975, 1.210, 2.071)
H (1.943, -1.525, 2.479)
H (2.786, -1.310, 4.796)
H (5.202, 2.076, 3.619)
H (4.283, 1.921, 1.300)
H (4.417, 0.494, 5.376)
C (4.829, -3.745, 0.345)
S (3.925, -2.767, -0.870)
C (3.777, -3.983, -2.191)
O (2.527, -2.784, -0.159)
H (5.787, -4.058, -0.079)
H (4.201, -4.605, 0.610)
H (4.986, -3.096, 1.215)
H (3.245, -4.865, -1.804)
H (3.228, -3.518, -3.018)
H (4.793, -4.251, -2.505)

=====

Record 3
Formula: C27H45CrN7O3S
Source: the OMol25 dataset
Level of theory: ωB97M-V/def2-TZVPD

Total charge   +3
Spin multiplicity   2
F_max   1.14 eV/A
M   599.8 u
Electronic energy   -84537.5169 eV

Element x y z (Å)
Cr (-0.741, -1.108, 0.156)
C (-4.931, -0.619, 3.572)
N (-3.687, -0.099, 3.002)
C (-3.596, 1.358, 2.901)
C (-2.768, -0.864, 2.459)
O (-1.763, -0.390, 1.857)
C (-2.911, -2.379, 2.569)
O (-1.837, -3.010, 1.912)
C (-0.784, -3.486, 2.725)
C (0.507, -2.743, 2.399)
O (0.542, -1.962, 1.403)
N (1.572, -2.945, 3.131)
C (1.665, -3.897, 4.233)
C (2.813, -2.238, 2.793)
H (-5.244, 0.029, 4.386)
H (-5.720, -0.615, 2.817)
H (-4.819, -1.626, 3.962)
H (-3.941, 1.805, 3.830)
H (-2.568, 1.656, 2.726)
H (-4.229, 1.717, 2.088)
H (-2.962, -2.668, 3.621)
H (-3.831, -2.707, 2.083)
H (-1.019, -3.376, 3.784)
H (-0.651, -4.550, 2.509)
H (0.747, -4.460, 4.376)
H (2.470, -4.603, 4.028)
H (1.905, -3.371, 5.157)
H (2.592, -1.210, 2.519)
H (3.471, -2.246, 3.657)
H (3.311, -2.725, 1.954)
N (-2.815, -1.293, -2.376)
C (-2.690, -0.026, -1.869)
C (-3.444, 0.999, -2.461)
C (-3.340, 2.281, -1.982)
C (-2.476, 2.533, -0.909)
C (-1.772, 1.489, -0.381)
N (-1.871, 0.214, -0.836)
C (-2.257, -2.505, -2.018)
C (-2.681, -3.632, -2.734)
C (-2.151, -4.865, -2.442)
C (-1.172, -4.957, -1.451)
C (-0.800, -3.816, -0.796)
N (-1.342, -2.598, -1.042)
H (-3.459, -1.362, -3.149)
H (-4.115, 0.767, -3.278)
H (-3.921, 3.078, -2.426)
H (-2.360, 3.529, -0.506)
H (-1.096, 1.639, 0.453)
H (-3.419, -3.517, -3.516)
H (-2.480, -5.742, -2.982)
H (-0.701, -5.898, -1.207)
H (-0.025, -3.847, -0.046)
C (2.072, 5.859, -2.315)
C (2.163, 5.069, -3.619)
C (2.209, 3.550, -3.422)
C (0.893, 3.038, -2.835)
N (0.840, 1.590, -2.619)
C (1.293, 0.960, -1.547)
S (1.011, -0.772, -1.456)
N (1.974, 1.616, -0.628)
C (2.551, 1.073, 0.607)
C (3.994, 1.529, 0.819)
C (5.031, 0.824, -0.062)
C (4.898, 1.094, -1.562)
H (2.137, 6.926, -2.521)
H (2.894, 5.606, -1.641)
H (1.128, 5.693, -1.791)
H (3.068, 5.370, -4.147)
H (1.320, 5.322, -4.267)
H (3.050, 3.295, -2.768)
H (2.386, 3.061, -4.382)
H (0.077, 3.289, -3.513)
H (0.688, 3.528, -1.880)
H (0.503, 1.013, -3.373)
H (2.216, 2.582, -0.819)
H (2.508, -0.012, 0.552)
H (1.936, 1.413, 1.447)
H (4.239, 1.334, 1.865)
H (4.066, 2.612, 0.678)
H (4.990, -0.254, 0.119)
H (6.014, 1.163, 0.267)
H (4.061, 0.553, -2.006)
H (5.801, 0.770, -2.078)
H (4.780, 2.162, -1.760)

=====

Record 4
Formula: C27H45N3O3PS2W
Source: the OMol25 dataset
Level of theory: ωB97M-V/def2-TZVPD

Total charge   +3
F_max   4.45 eV/A
M   738.6 u
Electronic energy   -72101.9616 eV

Element x y z (Å)
W (0.170, 0.312, 0.067)
N (-2.196, 1.270, -0.610)
N (-3.275, 0.363, -0.663)
C (-3.110, -0.930, -0.348)
N (-4.110, -1.773, -0.473)
S (-1.608, -1.494, 0.241)
H (-2.527, 2.104, -0.117)
H (-1.999, 1.579, -1.566)
H (-4.125, 0.677, -1.119)
H (-5.034, -1.518, -0.794)
H (-3.965, -2.755, -0.273)
C (-0.741, -0.252, 4.610)
C (-0.438, -0.589, 3.171)
O (-0.630, 0.602, 2.302)
H (-0.640, -1.151, 5.215)
H (-1.769, 0.097, 4.720)
H (-0.054, 0.493, 5.011)
H (-1.111, -1.367, 2.814)
H (0.597, -0.913, 3.041)
H (-0.948, 1.290, 2.907)
C (-0.325, 3.383, -2.253)
C (1.023, 3.631, -1.558)
C (2.151, 2.913, -2.311)
C (1.263, 5.140, -1.601)
P (0.838, 2.922, 0.219)
C (-0.316, 4.074, 1.041)
C (0.046, 5.408, 1.233)
C (-0.831, 6.292, 1.837)
C (-2.084, 5.867, 2.253)
C (-2.440, 4.536, 2.101)
C (-1.557, 3.644, 1.514)
C (2.458, 3.091, 1.241)
C (3.412, 4.161, 0.718)
C (3.178, 1.746, 1.194)
C (2.080, 3.381, 2.696)
H (-0.353, 3.955, -3.182)
H (-1.159, 3.738, -1.641)
H (-0.442, 2.336, -2.527)
H (3.118, 3.364, -2.106)
H (1.971, 3.001, -3.382)
H (2.210, 1.846, -2.078)
H (1.411, 5.407, -2.649)
H (2.156, 5.454, -1.069)
H (0.405, 5.703, -1.242)
H (1.011, 5.774, 0.924)
H (-0.536, 7.322, 1.976)
H (-2.769, 6.570, 2.705)
H (-3.409, 4.201, 2.442)
H (-1.817, 2.590, 1.462)
H (3.790, 3.916, -0.271)
H (4.267, 4.204, 1.393)
H (2.976, 5.156, 0.711)
H (3.306, 1.373, 0.171)
H (2.646, 1.021, 1.807)
H (4.173, 1.858, 1.625)
H (1.724, 4.396, 2.841)
H (2.969, 3.259, 3.315)
H (1.315, 2.695, 3.066)
C (6.767, -0.735, -2.612)
C (5.533, -1.156, -1.895)
C (4.499, -1.789, -2.584)
C (3.312, -2.153, -1.972)
C (2.300, -2.900, -2.782)
C (3.144, -1.804, -0.599)
C (4.251, -1.328, 0.157)
C (4.254, -1.369, 1.657)
C (5.408, -0.991, -0.512)
C (1.820, -1.829, -0.046)
O (0.884, -2.564, -0.238)
O (1.459, -0.690, 0.747)
H (6.524, -0.326, -3.591)
H (7.402, -1.608, -2.776)
H (7.339, -0.006, -2.043)
H (4.633, -2.016, -3.634)
H (2.357, -2.610, -3.829)
H (1.279, -2.798, -2.425)
H (2.539, -3.964, -2.721)
H (3.264, -1.296, 2.103)
H (4.905, -0.605, 2.076)
H (4.667, -2.335, 1.957)
H (6.254, -0.621, 0.052)
S (0.347, -0.042, -2.070)

=====

Record 5
Formula: C27H46BrCeNOP2
Source: the OMol25 dataset
Level of theory: ωB97M-V/def2-TZVPD

Total charge   +4
F_max   4.46 eV/A
M   682.6 u
Electronic energy   -133786.8168 eV

Element x y z (Å)
N (-6.173, -6.133, 0.956)
C (-5.284, -5.871, 1.910)
C (-4.327, -4.864, 1.781)
C (-4.288, -4.138, 0.574)
C (-5.266, -4.390, -0.412)
C (-6.173, -5.430, -0.172)
C (-3.181, -3.181, 0.343)
Ce (-3.371, -1.032, 0.965)
P (-3.708, 2.654, -0.673)
C (-3.079, -2.340, -0.835)
C (-1.774, -1.964, -1.382)
C (-1.701, -0.981, -2.401)
C (-0.531, -0.347, -2.685)
C (0.702, -0.650, -1.911)
C (0.631, -1.901, -1.119)
C (-0.565, -2.485, -0.847)
Br (0.991, 0.817, -0.638)
H (-2.310, -3.262, 1.059)
H (-3.989, -2.049, -1.406)
H (-3.615, -4.665, 2.579)
H (-5.301, -3.836, -1.351)
H (-5.306, -6.484, 2.810)
H (-6.908, -5.699, -0.939)
H (-2.630, -0.751, -2.933)
H (-0.618, -3.396, -0.241)
H (-0.489, 0.481, -3.395)
H (1.560, -2.272, -0.680)
P (2.191, -0.734, -3.053)
C (-4.111, 1.196, 0.297)
C (-5.019, 1.388, 1.520)
H (-3.007, 1.028, 0.602)
H (-4.525, 0.444, -0.437)
H (-5.203, 0.444, 2.077)
H (-4.591, 2.114, 2.232)
H (-6.002, 1.758, 1.207)
C (-3.370, 2.022, -2.373)
C (-3.128, 3.157, -3.368)
H (-4.257, 1.438, -2.662)
H (-2.509, 1.338, -2.331)
H (-3.053, 2.750, -4.383)
H (-3.958, 3.873, -3.363)
H (-2.197, 3.702, -3.163)
C (-1.962, 3.063, -0.169)
C (-1.825, 4.553, 0.147)
H (-1.292, 2.768, -0.991)
H (-1.686, 2.466, 0.713)
H (-0.768, 4.814, 0.276)
H (-2.233, 5.186, -0.653)
H (-2.341, 4.812, 1.080)
C (3.713, -0.616, -2.081)
C (4.989, -0.349, -2.886)
H (3.805, -1.553, -1.512)
H (3.554, 0.184, -1.344)
H (5.179, -1.121, -3.643)
H (4.960, 0.630, -3.379)
H (5.842, -0.343, -2.194)
C (2.044, 0.662, -4.180)
C (1.287, 0.408, -5.487)
H (3.080, 0.965, -4.392)
H (1.576, 1.475, -3.605)
H (1.805, -0.324, -6.120)
H (0.258, 0.063, -5.326)
H (1.236, 1.354, -6.042)
C (2.112, -2.299, -3.945)
C (2.742, -3.505, -3.249)
H (2.599, -2.102, -4.913)
H (1.047, -2.490, -4.154)
H (2.147, -3.830, -2.388)
H (2.778, -4.340, -3.957)
H (3.767, -3.302, -2.912)
C (0.606, -0.332, 3.129)
C (-0.390, -1.250, 2.458)
O (-1.132, -0.518, 1.414)
H (1.376, -0.015, 2.418)
H (1.088, -0.873, 3.949)
H (0.109, 0.550, 3.552)
H (0.086, -2.113, 1.984)
H (-1.159, -1.611, 3.154)
H (-0.493, -0.110, 0.765)

=====

Record 6
Formula: C27H46Cl3O2PV
Source: the OMol25 dataset
Level of theory: ωB97M-V/def2-TZVPD

Spin multiplicity   2
F_max   7.78 eV/A
M   590.9 u
Electronic energy   -105380.7451 eV

Element x y z (Å)
V (-1.593, -4.011, 0.036)
P (0.760, 0.370, -0.203)
Cl (0.501, -4.191, -0.781)
C (0.211, 0.387, 1.586)
H (1.153, 0.471, 2.168)
H (-0.131, -0.657, 1.742)
C (-0.126, -0.861, -1.286)
C (2.499, -0.242, -0.036)
C (-0.292, -0.373, -2.729)
H (0.567, -1.722, -1.306)
C (-0.973, -1.433, -3.600)
H (-0.893, 0.549, -2.749)
H (0.685, -0.122, -3.170)
C (-2.349, -1.797, -3.047)
H (-1.060, -1.052, -4.624)
H (-0.338, -2.328, -3.630)
C (-2.213, -2.349, -1.608)
H (-3.003, -0.915, -3.045)
H (-2.822, -2.552, -3.686)
C (-1.419, -1.439, -0.665)
H (-3.225, -2.518, -1.205)
H (-1.684, -3.324, -1.728)
H (-2.053, -0.609, -0.327)
H (-1.110, -1.986, 0.258)
C (0.769, 2.115, -0.798)
C (3.422, 0.796, 0.627)
H (2.373, -1.089, 0.665)
C (4.792, 0.183, 0.953)
H (3.560, 1.657, -0.047)
H (2.977, 1.192, 1.551)
C (5.454, -0.487, -0.257)
H (5.447, 0.966, 1.352)
H (4.659, -0.562, 1.749)
C (4.511, -1.424, -1.023)
H (5.825, 0.288, -0.940)
H (6.330, -1.054, 0.078)
C (3.135, -0.805, -1.320)
H (4.975, -1.728, -1.968)
H (4.354, -2.338, -0.434)
H (3.244, -0.004, -2.068)
H (2.497, -1.577, -1.774)
C (-0.633, 2.704, -1.011)
H (1.235, 2.654, 0.050)
C (-0.540, 4.220, -1.221)
H (-1.098, 2.246, -1.896)
H (-1.287, 2.489, -0.161)
C (0.398, 4.595, -2.377)
H (-1.544, 4.620, -1.406)
H (-0.171, 4.680, -0.294)
C (1.757, 3.886, -2.300)
H (-0.087, 4.340, -3.329)
H (0.554, 5.679, -2.383)
C (1.633, 2.376, -2.045)
H (2.318, 4.047, -3.227)
H (2.345, 4.327, -1.483)
H (1.170, 1.893, -2.919)
H (2.636, 1.942, -1.938)
C (-2.488, 0.923, 1.277)
C (-0.745, 1.277, 2.043)
H (-2.692, 1.233, 0.243)
C (-0.984, 1.205, 3.550)
H (-0.609, 2.319, 1.724)
C (-1.785, -0.030, 3.979)
H (-0.018, 1.203, 4.079)
H (-1.527, 2.106, 3.862)
C (-3.239, 0.045, 3.510)
H (-1.329, -0.947, 3.579)
H (-1.761, -0.119, 5.073)
C (-3.315, -0.036, 1.966)
H (-3.816, -0.779, 3.949)
H (-3.689, 0.993, 3.840)
H (-2.977, -1.054, 1.684)
H (-4.364, 0.048, 1.634)
Cl (-2.971, -3.406, 4.691)
C (-3.671, -4.128, 3.224)
Cl (-5.013, -3.186, 2.534)
C (-2.627, -4.205, 2.107)
O (-2.787, -5.095, 1.176)
O (-1.681, -3.352, 2.060)
H (-4.015, -5.141, 3.445)